No. 1
The following is a DFT calculation (wB97M-V/def2-TZVPD) of a single C3H5N3O molecule in a non-equilibrium geometry.

Bonds (Å) are listed after each position.
Cartesian coordinates (Å):
1 O -2.309 -1.618 -0.488  C5 1.209
2 N 2.100 -0.034 -0.106  C7 1.386, H8 1.015, H11 1.015
3 N 0.053 -1.209 -0.224  C5 1.442, C7 1.332
4 N -1.351 0.731 0.224  C5 1.773, C6 1.311, H12 1.004
5 C -1.363 -1.024 -0.024  O1 1.209, N3 1.442, N4 1.773, H9 1.188
6 C -0.096 1.092 0.109  N4 1.311, C7 1.425, H10 1.081
7 C 0.715 -0.057 -0.125  N2 1.386, N3 1.332, C6 1.425
8 H 2.516 0.824 -0.454  N2 1.015
9 H -0.995 -1.279 1.077  C5 1.188
10 H 0.261 2.089 0.325  C6 1.081
11 H 2.503 -0.857 -0.542  N2 1.015
12 H -2.095 1.399 0.322  N4 1.004

Results
HOMO (alpha / beta) (eV): -8.06 / -8.06
Energy above the lowest of the compared OMol25 structures with the same formula, charge and spin (kJ/mol): 344.4
LUMO (alpha / beta) (eV): -0.5595 / -0.5596

---

No. 2
The following is a DFT calculation (wB97M-V/def2-TZVPD) of 2 unconnected molecules or ions with the total composition C2H9N5O.

Bonds (Å) are listed after each position.
Cartesian coordinates (Å):
1 O 0.500 -1.632 -2.435  C8 1.213
2 N -1.499 -0.725 0.685  C7 1.389, H11 1.009, H13 1.010
3 N -1.552 1.529 1.256  C7 1.388, H10 1.010, H17 1.010
4 N 2.069 -1.052 -0.869  C8 1.381, H9 1.010, H15 1.008
5 N 0.508 0.489 -1.629  C8 1.381, H12 1.011, H14 1.005
6 N -0.110 -0.008 2.371  C7 1.277, H16 1.018
7 C -0.973 0.288 1.478  N2 1.389, N3 1.388, N6 1.277
8 C 0.995 -0.802 -1.702  O1 1.213, N4 1.381, N5 1.381
9 H 2.016 -0.651 0.056  N4 1.010
10 H -1.902 1.677 0.320  N3 1.010
11 H -1.001 -1.587 0.850  N2 1.009
12 H -0.116 0.699 -2.397  N5 1.011
13 H -1.531 -0.509 -0.301  N2 1.010
14 H 1.138 1.209 -1.322  N5 1.005
15 H 2.321 -2.028 -0.877  N4 1.008
16 H 0.122 0.799 2.947  N6 1.018
17 H -0.985 2.304 1.567  N3 1.010

Results
HOMO (eV): -9.26
Energy above the lowest of the compared OMol25 structures with the same formula, charge and spin (kJ/mol): 4.1
SMILES string: N=C(N)N.NC(N)=O
LUMO (eV): 0.4883

---

Question: Among the records above, which one has the lowest energy above the lowest of the compared OMol25 structures with the same formula, charge and spin?
Answer: C2H9N5O

---

Question: What is the energy above the lowest of the compared OMol25 structures with the same formula, charge and spin in the first record?
Answer: 344.4 kJ/mol

---

Question: Which of these has the lowest energy above the lowest of the compared OMol25 structures with the same formula, charge and spin?
Answer: C2H9N5O